Entry from OMol25: a molecular structure, C37H58AsCl2CsN8O4PS2Si2 (wB97M-V/def2-TZVPD).

Structure (ORCA input):
```
! RIJCOSX wB97M-V def2-TZVPD def2/J DEFGRID3
* xyz -1 1
Cs -0.448 -0.098 0.089
O -0.900 5.974 2.909
C 0.281 5.974 2.338
O 0.995 6.956 2.304
C 0.744 4.698 1.720
C 1.952 4.614 1.067
N 2.077 3.346 0.647
N 1.031 2.579 0.979
C 0.203 3.384 1.633
C -1.129 2.848 2.130
O -1.901 3.689 2.658
O -1.347 1.635 1.966
H -1.345 5.045 2.819
H 2.697 5.371 0.891
H 2.818 2.940 0.103
N 2.996 -0.915 3.311
P 1.301 -0.548 3.224
C 0.549 -2.209 3.371
C -0.833 -2.262 3.204
C -1.501 -3.477 3.206
C -0.785 -4.654 3.375
C 0.595 -4.611 3.535
C 1.262 -3.394 3.526
C 1.118 0.077 4.931
C 1.361 -0.699 6.065
C 1.210 -0.155 7.330
C 0.799 1.166 7.473
C 0.539 1.939 6.353
C 0.699 1.396 5.084
C 3.708 -1.246 2.185
C 5.109 -1.338 2.206
C 5.757 -1.708 1.049
C 5.015 -1.971 -0.099
C 3.641 -1.844 -0.020
N 2.988 -1.494 1.089
H 3.507 -0.751 4.163
H -1.396 -1.342 3.069
H -2.569 -3.494 3.032
H -1.300 -5.606 3.364
H 1.155 -5.531 3.652
H 2.341 -3.364 3.623
H 1.647 -1.739 5.952
H 1.395 -0.764 8.206
H 0.669 1.586 8.463
H 0.201 2.962 6.457
H 0.479 1.991 4.206
H 5.656 -1.122 3.115
H 6.837 -1.790 1.038
H 5.484 -2.271 -1.026
H 3.025 -2.043 -0.888
C -1.963 -0.542 -3.552
N -2.789 -0.003 -2.498
C -2.802 1.306 -2.135
S -1.938 2.482 -2.981
N -3.522 1.542 -1.028
C -3.678 2.823 -0.369
H -2.407 -1.477 -3.899
H -0.941 -0.747 -3.214
H -1.913 0.168 -4.375
H -3.200 -0.655 -1.830
H -3.898 0.722 -0.550
H -3.005 3.542 -0.829
H -3.432 2.726 0.688
H -4.703 3.186 -0.468
Cl 2.276 0.826 -1.961
C 2.782 0.999 -3.650
Cl 1.553 1.788 -4.634
H 2.957 0.000 -4.034
H 3.683 1.600 -3.667
C -0.799 -4.876 -2.177
N -0.727 -4.368 -3.542
C -1.876 -4.685 -4.383
C 0.174 -3.410 -3.858
S 1.126 -2.675 -2.691
N 0.271 -3.085 -5.191
C 0.930 -1.849 -5.565
C 0.444 -4.141 -6.181
H -1.350 -5.816 -2.195
H -1.308 -4.172 -1.513
H 0.202 -5.043 -1.788
H -2.773 -4.688 -3.768
H -1.777 -5.667 -4.853
H -1.995 -3.930 -5.155
H 0.600 -1.038 -4.923
H 0.653 -1.618 -6.594
H 2.021 -1.935 -5.496
H 0.249 -5.116 -5.749
H 1.479 -4.136 -6.540
H -0.219 -3.994 -7.036
C -6.331 0.303 1.788
Si -5.060 -1.010 2.261
C -3.958 -0.251 3.582
C -6.008 -2.421 3.092
As -3.741 -1.708 0.488
Si -5.245 -3.058 -0.608
C -7.038 -2.467 -0.698
C -4.666 -3.179 -2.407
C -5.300 -4.831 0.048
H -6.937 0.590 2.654
H -7.000 -0.050 1.001
H -5.823 1.199 1.423
H -4.571 0.270 4.325
H -3.251 0.470 3.163
H -3.393 -1.024 4.109
H -6.573 -2.044 3.951
H -5.315 -3.186 3.451
H -6.714 -2.903 2.413
H -7.092 -1.481 -1.165
H -7.504 -2.397 0.286
H -7.632 -3.164 -1.300
H -4.877 -2.248 -2.940
H -5.152 -3.999 -2.947
H -3.585 -3.334 -2.432
H -5.635 -4.844 1.087
H -4.300 -5.272 0.021
H -5.976 -5.460 -0.540
*
```

Summary:
E_tot: -192575.2642 eV
M: 1108.936 g/mol
Kohn-Sham gap: 5.48 eV
HOMO: -3.94 eV